{
  "formula": "C2H8NO",
  "method": "ωB97M-V/def2-TZVPD",
  "species": ["H", "H", "C", "O", "H", "N", "H", "H", "H", "H", "C", "H"],
  "coordinates": [[1.079, 3.426, -0.394], [0.870, -0.101, -1.626], [0.078, -0.685, -1.118], [1.153, 2.429, -0.242], [-0.874, -0.162, -1.371], [0.522, -0.699, 0.286], [-1.530, -1.425, 0.729], [0.977, 0.112, 0.475], [-0.493, -0.994, 2.295], [-1.057, 0.395, 1.375], [-0.729, -0.662, 1.115], [0.003, -1.632, -1.524]],
  "lowdin_charge": [-0.19, 0.08, -0.19, -0.68, 0.08, -0.15, 0.08, 0.00, 0.09, 0.07, -0.19, 0.02],
  "orbital_gap_ha": 0.2445,
  "e_homo_ev": -2.3805,
  "charge": -1,
  "e_tot_ev": -5739.4961,
  "e_above_lowest_ev": 1.678,
  "max_force_ev_per_a": 5.40
}

---

{
  "formula": "C4H11NO",
  "method": "ωB97M-V/def2-TZVPD",
  "species": ["H", "C", "H", "C", "C", "O", "H", "N", "C", "H", "H", "H", "H", "H", "H", "H", "H"],
  "coordinates": [[-1.285, 1.433, -0.342], [-1.582, 0.406, -0.173], [-1.857, -2.065, -0.122], [-0.788, -1.849, 0.001], [0.764, -0.071, 0.126], [2.511, 1.739, 0.008], [0.779, 1.663, -1.038], [-0.493, -0.502, -0.498], [1.142, 1.403, -0.034], [0.750, -0.257, 1.208], [1.521, -0.703, -0.317], [-1.960, 0.249, 0.867], [0.624, 1.994, 0.716], [-0.297, -2.590, -0.642], [3.096, 0.981, -0.041], [-0.470, -1.944, 1.037], [-2.455, 0.113, -0.757]],
  "lowdin_charge": [0.07, -0.11, 0.08, -0.11, -0.22, -0.06, 0.12, -0.27, -0.27, 0.12, 0.12, 0.09, 0.11, 0.08, 0.08, 0.08, 0.08],
  "orbital_gap_ha": 0.3597,
  "e_homo_ev": -8.8207,
  "charge": 0,
  "e_tot_ev": -7862.8277,
  "e_above_lowest_ev": 1.726,
  "max_force_ev_per_a": 1.66,
  "smiles": "CN(C)CCO"
}

---

{
  "formula": "C34H66BrF4N5O7P",
  "method": "ωB97M-V/def2-TZVPD",
  "species": ["H", "N", "N", "C", "N", "C", "C", "N", "H", "H", "H", "H", "H", "H", "H", "C", "C", "F", "H", "H", "C", "C", "O", "F", "H", "H", "H", "H", "H", "C", "H", "C", "H", "C", "H", "C", "H", "C", "C", "H", "H", "C", "O", "C", "C", "O", "H", "N", "C", "H", "H", "H", "H", "H", "H", "H", "H", "H", "H", "H", "O", "H", "H", "C", "H", "H", "H", "H", "H", "F", "H", "H", "O", "H", "H", "C", "C", "C", "H", "C", "H", "H", "C", "H", "H", "H", "H", "H", "Br", "H", "H", "C", "H", "H", "H", "H", "H", "H", "C", "F", "C", "O", "H", "P", "C", "C", "C", "H", "C", "C", "H", "H", "H", "C", "O", "H", "C", "C"],
  "coordinates": [[5.631, -2.158, -1.306], [6.122, 2.032, -1.356], [-1.743, 1.389, 2.447], [2.442, -3.998, -1.810], [-2.218, -0.412, 4.033], [3.516, -2.730, -1.996], [-1.101, 1.829, 1.138], [-5.838, 3.639, -2.163], [0.215, 0.059, 7.226], [0.657, -3.128, 7.283], [-6.987, 1.909, -2.239], [2.235, -1.056, -5.842], [3.103, -4.944, -1.621], [-2.827, 0.579, 0.065], [5.296, -1.475, 1.004], [-0.215, -1.016, 7.424], [-1.708, 3.191, 0.467], [-2.837, 0.270, -4.080], [4.668, 0.973, -2.400], [4.105, 1.780, -0.918], [-1.197, 0.137, 3.083], [4.701, -2.726, -0.841], [1.596, 0.929, -0.017], [-3.621, -0.706, -2.002], [0.977, -2.316, 8.990], [2.972, -1.675, -1.892], [2.216, -1.992, -7.355], [-2.667, 2.924, -0.192], [-1.010, -2.198, -7.191], [-2.479, -0.623, -2.942], [0.440, -4.186, -4.930], [-6.552, 4.498, -3.085], [-1.314, -4.791, 2.371], [-0.802, -3.893, 1.760], [-1.621, -2.476, 6.349], [-1.633, 0.639, 0.078], [1.347, 4.755, 4.537], [4.751, 1.882, -1.795], [-1.242, 0.909, -1.490], [-0.483, -2.751, -1.481], [-2.270, -3.735, -0.031], [-0.903, -1.577, 6.043], [2.407, -3.763, -5.217], [-5.087, 4.213, -1.160], [-1.111, 5.312, -0.593], [1.487, 3.452, 1.432], [1.625, -2.546, -0.255], [0.688, -2.435, -6.016], [1.213, -3.522, -5.351], [6.889, 3.290, -2.822], [7.739, 1.250, -0.317], [-0.846, 5.665, -1.677], [-0.991, -1.258, -5.671], [-0.481, 5.966, 0.170], [-2.732, 1.118, 2.147], [1.743, -4.372, 0.343], [-5.352, 1.678, -1.567], [1.032, -0.674, -7.109], [-1.301, -3.013, -5.633], [-0.093, -1.120, -0.090], [-4.961, 5.416, -0.966], [-2.269, 5.497, -0.423], [-2.917, -0.548, 6.064], [-1.888, -0.354, 5.485], [5.064, -3.795, -0.530], [-0.142, -1.942, 5.226], [-0.254, -4.591, -1.812], [-5.563, 1.933, -3.319], [1.964, -1.685, 7.404], [0.015, 0.527, 3.898], [3.588, -0.990, 0.361], [7.867, 3.211, -1.335], [-1.178, -0.334, -2.322], [-1.548, 0.716, 5.892], [4.436, 2.747, -2.385], [6.848, 3.228, -1.731], [-2.022, 2.504, 3.443], [-1.436, -2.556, 2.450], [1.817, -4.047, -2.817], [0.963, -2.122, 7.836], [6.323, 4.100, -1.333], [-1.380, -5.391, 0.116], [-5.938, 2.203, -2.327], [-7.100, 3.904, -3.822], [-2.037, 4.040, 1.189], [-1.071, -0.955, 8.247], [-1.992, -1.582, 0.203], [-4.587, 3.469, -0.517], [1.220, -1.362, 2.405], [-7.252, 5.122, -2.521], [-1.403, -2.823, 3.615], [-0.175, -3.773, -0.946], [-2.155, 1.522, -1.956], [4.043, -2.771, -3.053], [-2.588, -2.508, 2.141], [-5.834, 5.147, -3.596], [3.842, -2.629, 1.369], [2.481, 3.266, 1.581], [1.591, -1.477, -6.620], [-2.347, -2.002, -3.546], [-1.216, -4.213, 0.217], [6.138, 0.001, -0.245], [-3.205, -0.205, 3.791], [0.768, 1.940, 1.087], [6.695, 1.034, -0.596], [-0.809, 3.555, 3.716], [-1.099, -0.843, 0.491], [1.811, 1.346, -0.902], [-0.785, -1.103, 2.074], [1.402, -3.683, -0.540], [-2.913, 3.140, 2.961], [0.354, -4.078, 1.995], [-0.302, 1.589, -1.664], [0.274, 4.309, 4.263], [-0.779, 3.873, -0.496], [-2.464, 2.150, 4.469], [-0.740, -2.218, -6.132], [4.296, -1.914, 0.531]],
  "lowdin_charge": [0.10, -0.20, -0.02, -0.17, -0.02, -0.21, -0.38, -0.20, 0.11, 0.08, 0.10, 0.09, 0.12, 0.16, 0.07, -0.26, -0.16, 0.04, 0.10, 0.07, -0.33, -0.24, -0.32, 0.04, 0.08, 0.10, 0.10, 0.12, 0.09, -0.25, 0.13, -0.04, 0.13, -0.22, 0.13, -0.19, 0.09, -0.05, -0.10, 0.09, 0.11, -0.21, 0.00, -0.33, -0.08, -0.31, 0.06, -0.20, -0.33, 0.09, 0.14, 0.11, 0.07, 0.12, 0.20, 0.11, 0.07, 0.09, 0.08, 0.11, 0.01, 0.10, 0.15, -0.21, 0.11, 0.09, 0.12, 0.09, 0.08, -0.11, 0.04, 0.09, -0.04, 0.12, 0.09, -0.06, -0.11, -0.23, 0.08, -0.13, 0.09, 0.13, -0.06, 0.09, 0.12, 0.12, 0.13, 0.10, 0.82, 0.10, 0.11, -0.22, 0.15, 0.11, 0.13, 0.10, 0.06, 0.11, -0.05, 0.02, -0.21, -0.02, 0.14, 0.96, -0.29, -0.05, -0.13, 0.07, -0.52, -0.20, 0.16, 0.10, 0.14, 0.13, -0.28, 0.15, -0.07, -0.18],
  "orbital_gap_ha": 0.2494,
  "e_homo_ev": -10.1218,
  "charge": 1,
  "e_tot_ev": -148287.5715,
  "max_force_ev_per_a": 10.32
}

---

{
  "formula": "C3H3ClN2O2",
  "method": "ωB97M-V/def2-TZVPD",
  "species": ["O", "N", "Cl", "O", "C", "H", "H", "C", "C", "H", "N"],
  "coordinates": [[2.211, -1.918, 0.162], [-1.581, -0.447, -0.716], [0.166, -1.461, 1.768], [1.320, 0.076, -0.069], [-0.989, 0.693, -0.653], [0.054, 1.264, 1.208], [0.639, 2.091, -0.126], [0.198, 0.993, 0.169], [1.429, -1.099, 0.448], [-1.357, 1.247, -1.423], [-2.088, -1.439, -0.768]],
  "lowdin_charge": [0.12, -0.13, 0.61, -0.02, -0.14, 0.09, 0.18, -0.19, -0.85, 0.08, 0.24],
  "orbital_gap_ha": 0.3506,
  "e_homo_ev": -9.1237,
  "charge": 0,
  "e_tot_ev": -22754.6331,
  "e_above_lowest_ev": 2.659,
  "max_force_ev_per_a": 3.64
}

---

{
  "formula": "C8H30N8O9",
  "method": "ωB97M-V/def2-TZVPD",
  "species": ["C", "H", "N", "H", "H", "O", "H", "N", "H", "C", "H", "O", "C", "N", "H", "C", "N", "N", "O", "H", "H", "H", "H", "H", "C", "C", "O", "H", "C", "H", "O", "H", "C", "H", "H", "H", "H", "H", "H", "H", "N", "H", "H", "N", "N", "H", "H", "H", "H", "O", "H", "O", "O", "O", "H"],
  "coordinates": [[3.758, 2.669, -1.930], [3.033, 1.186, 4.351], [3.674, 3.902, -2.497], [1.634, 0.086, 0.433], [1.013, 3.278, -3.692], [-3.135, -1.480, 0.396], [-2.279, -2.947, 5.628], [-1.752, -2.499, 4.903], [2.232, 0.689, -1.096], [0.562, -0.480, -1.214], [-5.198, -1.799, 0.467], [0.411, -0.423, -2.438], [-1.098, 3.735, -3.832], [-0.252, -1.207, -0.398], [0.016, -1.303, 0.565], [-1.542, -3.238, 3.768], [4.337, 1.698, -2.708], [2.193, 0.955, 3.851], [-1.767, -4.434, 3.711], [3.983, 4.043, -3.440], [-0.101, 5.407, -4.040], [-1.474, -1.540, 4.978], [-3.438, -1.636, 2.705], [2.675, -2.164, 3.304], [2.092, -0.240, 3.199], [-4.184, -3.148, 1.769], [-4.157, -2.252, 2.882], [-0.927, -1.545, 2.670], [0.046, 2.929, -3.300], [0.095, -1.954, -3.595], [-0.095, -2.402, -4.434], [4.481, 0.788, -2.312], [-4.250, -2.350, 0.474], [3.317, 4.677, -1.970], [3.439, -1.122, 4.495], [-0.750, -3.123, 1.931], [4.769, 1.978, -3.568], [-2.027, 3.480, -3.322], [-1.068, -1.688, -0.724], [0.894, 2.666, -1.536], [-1.040, -2.542, 2.696], [-4.321, -3.010, -0.397], [1.589, 1.716, 3.601], [1.592, 0.114, -0.577], [2.864, -1.255, 3.684], [-0.064, 1.866, -3.537], [-3.247, -3.713, 1.796], [-3.438, -0.570, 0.345], [-5.071, -3.767, 1.863], [1.317, -0.414, 2.262], [-1.260, 3.487, -4.890], [3.351, 2.415, -0.799], [-0.945, 5.139, -3.666], [0.099, 3.085, -1.880], [-0.585, -1.744, -4.933]],
  "lowdin_charge": [-0.67, 0.10, 0.17, 0.06, 0.11, -0.08, 0.11, 0.16, 0.05, -0.64, 0.12, -0.01, -0.25, 0.18, 0.05, -0.70, 0.16, 0.16, 0.03, 0.10, 0.08, 0.09, 0.05, 0.11, -0.64, -0.23, -0.08, 0.08, -0.25, -0.02, -0.08, 0.11, -0.24, 0.11, 0.10, 0.11, 0.09, 0.12, 0.09, 0.05, 0.16, 0.12, 0.11, 0.18, 0.17, 0.11, 0.10, 0.10, 0.12, -0.02, 0.12, 0.00, -0.06, -0.07, 0.02],
  "orbital_gap_ha": 0.3547,
  "e_homo_ev": -9.4455,
  "charge": 0,
  "e_tot_ev": -39134.4687,
  "e_above_lowest_ev": 0.000,
  "max_force_ev_per_a": 1.13,
  "smiles": "NC(N)=O.NC(N)=O.NC(N)=O.NC(N)=O.OCCO.OCCO.O"
}

---

{
  "formula": "C9H10N2O",
  "method": "ωB97M-V/def2-TZVPD",
  "species": ["H", "O", "H", "N", "N", "C", "C", "C", "C", "C", "H", "H", "C", "H", "H", "C", "H", "H", "C", "C", "H", "H"],
  "coordinates": [[-1.430, 2.419, -0.622], [2.991, 0.203, -1.134], [2.178, -2.182, -0.827], [0.207, -1.738, -0.266], [0.711, 0.931, -0.740], [-3.133, -0.354, 0.406], [-1.646, 1.449, -0.332], [2.230, 0.272, 1.143], [1.426, -1.465, -0.507], [1.893, -0.079, -0.281], [-3.809, 1.668, 0.018], [3.050, -0.367, 1.666], [-2.023, -1.286, 0.312], [2.826, -0.294, -1.927], [1.202, 0.129, 1.749], [-0.595, 0.522, -0.442], [-2.005, -2.266, 0.826], [1.022, 1.838, -0.748], [-0.790, -0.863, -0.090], [-2.888, 0.945, 0.024], [-4.048, -0.765, 0.728], [2.633, 1.282, 1.043]],
  "lowdin_charge": [0.08, 0.00, 0.13, 0.12, 0.14, -0.09, -0.04, -0.02, -0.06, -0.52, 0.14, 0.12, -0.01, 0.08, 0.14, -0.18, 0.12, 0.09, -0.29, -0.12, 0.08, 0.08],
  "orbital_gap_ha": 0.3011,
  "e_homo_ev": -7.8609,
  "charge": 0,
  "e_tot_ev": -14521.2391,
  "e_above_lowest_ev": 2.685,
  "max_force_ev_per_a": 5.82,
  "smiles": "C[C@@]1(O)C=Nc2ccccc2N1"
}